Below is a cluster of 2 separate species, C2H3IOS in total at a distorted geometry, with properties calculated with ωB97M-V/def2-TZVPD.

Relative energy (zero: lowest compared OMol25 entry of this formula, charge and spin) (kcal/mol): 155.04

Cartesian coordinates (Å):
C1 0.663 0.087 -0.804
C2 -0.660 -0.163 -0.326
O1 -0.932 -1.278 0.486
S1 1.170 2.780 0.051
I1 2.349 -0.991 -0.147
H1 -1.376 -0.122 -1.074
H2 -0.578 0.762 0.434
H3 -0.635 -1.074 1.380